44
Properties=species:S:1:pos:R:3:forces:R:3 method="wB97M-V/def2-TZVPD" charge=0 e_homo_ha=-0.3176 de_lowest_kcal_mol=0.0 smiles="O=C(O)Cc1sc(C(c2ccc(F)cc2)c2ccc(F)cc2)nc1-c1ccn[nH]1"
H 2.703 1.081 -5.239 0.0 -0.1 -0.1
C -0.371 0.018 -0.199 -1.9 -0.9 -0.1
C 0.133 0.941 -1.286 0.3 -0.1 0.2
H -0.632 3.379 -0.242 0.7 -0.2 0.1
C 0.435 3.148 -0.083 1.3 0.0 0.1
S 0.672 -0.840 0.948 -1.2 0.5 -0.9
H 2.054 -1.976 4.718 0.1 -0.1 0.2
H -0.739 1.472 -1.722 0.3 -0.3 0.6
N -4.287 -0.411 1.101 0.6 0.0 -0.3
C -1.875 -1.071 1.028 -0.4 0.0 0.5
C -0.747 -1.533 1.664 -0.1 0.4 0.1
C 1.388 -1.681 -3.803 0.6 -0.9 -0.7
C 0.855 0.289 -2.472 -0.1 -0.7 -0.3
H 1.508 2.156 -3.352 0.0 -0.1 0.0
H -4.086 0.458 0.593 -0.7 -0.7 0.4
C 0.995 1.927 -0.538 1.4 1.9 -0.1
C 3.221 2.642 0.289 -0.5 0.9 0.2
C 1.270 4.116 0.535 0.5 -1.2 -0.4
C -3.945 -2.346 2.010 -0.6 -0.1 0.3
C 0.376 -1.918 3.930 -0.8 0.9 0.4
F 3.393 4.786 1.342 0.0 -0.4 -0.2
H -1.561 -2.544 3.350 -0.3 0.0 0.2
N -5.541 -0.832 1.466 1.0 1.4 -0.7
N -1.675 -0.205 -0.034 2.4 0.0 0.3
C 2.155 0.459 -4.545 -0.7 1.0 1.1
F 2.734 -1.416 -5.800 -0.4 -0.3 0.6
H 4.285 2.488 0.424 -0.1 -0.1 0.0
H 0.852 5.082 0.787 0.2 0.0 0.2
C 2.106 -0.907 -4.710 -0.3 0.6 0.2
C 0.820 -1.109 -2.679 -0.3 0.6 -0.1
C -3.293 -1.324 1.403 -0.4 1.1 -0.5
H 0.269 -1.790 -2.029 0.2 0.4 0.1
H -3.494 -3.227 2.393 0.1 -0.6 0.2
H -6.077 -2.651 2.431 -0.3 0.6 -0.2
H 1.289 -2.756 -3.992 0.1 0.4 0.2
C -5.329 -1.978 2.027 1.2 -2.0 0.6
C 2.651 3.834 0.735 -1.8 0.2 -0.4
H -0.284 -3.440 2.502 -0.1 0.3 0.3
H 2.864 0.822 -0.692 0.1 -0.4 -0.4
O 1.576 -2.536 4.090 -0.8 0.1 -0.7
C 1.477 1.076 -3.452 0.7 -1.2 -0.3
C 2.404 1.734 -0.372 -1.4 0.2 0.5
O 0.055 -0.972 4.613 0.4 -0.5 -0.4
C -0.606 -2.446 2.859 1.1 -0.6 -0.3


51
Properties=species:S:1:pos:R:3:forces:R:3 method="wB97M-V/def2-TZVPD" charge=-2 e_homo_ha=-0.0488 de_lowest_kcal_mol=0.0
C -0.841 -2.066 2.385 0.0 0.0 0.0
C -3.219 1.931 -0.886 0.0 0.0 0.0
C 2.736 -1.730 -2.781 0.0 0.0 0.0
C 0.702 1.197 2.381 0.0 0.0 0.0
C 0.725 2.365 3.132 0.0 0.0 0.0
H 2.105 -5.009 -4.758 0.0 0.0 0.0
H 3.619 -1.001 -4.561 0.0 0.0 0.0
H -1.480 -3.879 1.818 0.0 0.0 0.0
S 1.708 -2.857 -0.418 0.0 0.0 0.0
N -0.054 -1.037 2.017 0.0 0.0 -0.1
O 2.073 0.115 -1.421 -0.1 0.0 0.0
N -0.891 0.162 3.875 0.0 0.0 0.0
H -0.248 -3.172 0.776 0.0 0.0 0.0
C 2.904 -3.010 -4.847 0.0 0.0 0.0
F -5.449 1.063 -0.974 0.0 0.0 0.0
C 2.201 2.033 0.862 0.0 0.0 0.0
C -4.683 2.108 -0.612 0.0 0.0 0.0
C 3.124 -1.855 -4.114 0.0 0.0 0.0
C 1.540 3.400 2.704 0.0 0.0 0.0
C -1.615 -0.929 4.150 0.0 0.0 0.0
C -1.261 2.698 -2.027 0.0 0.0 0.0
N -2.438 -0.849 5.240 0.0 0.0 0.0
N -0.802 -3.165 1.634 0.0 0.0 0.0
F -5.195 3.170 -1.316 0.0 0.0 0.0
H 0.106 2.436 4.014 0.0 0.0 0.0
H 3.205 -3.072 -5.887 0.0 0.0 0.0
H 0.475 1.501 -1.611 0.0 0.0 0.0
C 2.134 -2.825 -2.122 0.0 0.0 0.0
H 1.580 4.330 3.260 0.0 0.0 0.0
S -3.166 -0.231 0.820 0.0 0.0 0.0
C 2.294 -4.088 -4.214 0.0 0.0 0.0
H 2.740 1.833 -0.060 0.0 0.0 0.0
H 2.943 4.020 1.187 0.0 0.0 0.0
C -0.142 0.028 2.781 0.0 0.0 0.0
C 2.991 -0.363 -2.149 0.1 0.0 0.1
C -2.611 2.822 -1.747 0.0 0.0 0.0
H -2.269 -0.093 5.877 0.0 0.0 0.0
C 2.297 3.233 1.555 0.0 0.0 0.0
O 4.056 0.210 -2.440 0.0 0.0 0.0
H -2.814 -1.711 5.587 0.0 0.0 0.0
N -1.621 -2.069 3.480 0.0 0.0 0.0
C -2.466 0.877 -0.272 0.1 0.1 0.0
F -4.977 2.383 0.673 0.0 0.0 0.0
C 1.930 -3.992 -2.884 0.0 0.0 0.0
H 1.470 -4.836 -2.384 0.0 0.0 0.0
N 1.417 1.042 1.270 0.0 0.0 0.0
Li 0.828 -0.546 -0.101 0.1 0.0 0.1
N -1.134 0.788 -0.572 0.0 0.0 -0.1
C -0.581 1.658 -1.412 0.0 0.0 0.0
H -3.194 3.613 -2.201 0.0 0.0 0.0
H -0.750 3.371 -2.703 0.0 0.0 0.0


45
Properties=species:S:1:pos:R:3:forces:R:3 method="wB97M-V/def2-TZVPD" charge=0 e_homo_ha=-0.2828
C -0.749 -1.105 -4.643 -0.1 0.3 -0.2
C -1.125 0.210 -4.686 0.1 -0.2 -0.2
N 1.210 -0.293 2.530 -0.1 0.1 -0.1
C -0.830 1.748 4.776 0.0 0.0 -0.1
C 0.951 0.419 3.644 0.3 -0.1 -0.2
C -0.600 -1.768 -3.420 0.0 0.1 0.4
C -2.136 2.189 4.881 0.0 -0.2 -0.2
C 2.714 -0.856 -1.164 0.1 0.0 -0.3
C -1.649 2.961 -2.270 0.0 0.0 -0.5
N -1.218 0.935 -1.062 0.0 0.4 0.0
C 2.179 -1.224 2.454 -0.3 0.1 0.2
N 2.249 -0.648 0.060 0.3 -0.2 0.1
C 3.537 -1.920 -1.500 0.0 0.0 0.0
H -0.588 -1.652 -5.561 0.0 0.0 -0.1
N -1.328 0.630 2.722 0.1 0.0 0.3
C 2.623 -1.491 1.025 0.4 -0.2 -0.1
H -4.084 2.082 3.958 -0.1 0.0 0.0
H -1.276 0.719 -5.627 0.0 0.0 -0.1
O 1.720 0.703 4.545 -0.1 0.0 0.2
C -0.826 -1.118 -2.226 0.0 -0.2 -0.3
H -1.821 4.024 -2.224 -0.1 0.1 0.1
C -1.301 0.929 -3.488 0.0 -0.2 0.2
C -1.135 0.271 -2.241 0.0 0.1 -0.5
Ag 0.052 0.141 0.658 0.0 0.2 0.2
H -1.455 -1.578 -0.354 0.1 -0.1 -0.1
C 3.903 -2.812 -0.503 -0.1 0.1 0.0
O 2.646 -1.895 3.358 0.2 -0.1 -0.1
H -0.322 -2.813 -3.406 0.0 -0.1 0.0
H -3.268 0.684 2.079 -0.1 0.1 0.0
H 3.704 -3.228 1.612 0.0 0.0 0.1
N -0.697 -1.764 -1.002 -0.2 -0.2 0.1
C -2.589 1.018 2.856 -0.2 0.1 -0.1
C -3.045 1.790 3.911 0.0 0.1 0.0
H 3.875 -2.040 -2.519 0.0 0.0 0.0
H 4.535 -3.658 -0.730 0.1 -0.1 0.0
C 3.449 -2.585 0.783 -0.1 0.0 0.0
H -2.450 2.813 5.704 0.0 0.0 0.1
C -0.467 0.962 3.686 -0.2 0.2 0.3
C -1.447 2.233 -1.091 -0.1 -0.3 0.2
H -1.717 2.831 -4.409 0.0 0.1 -0.1
H -0.066 1.992 5.499 0.0 0.0 0.0
H -0.513 -2.753 -1.093 0.0 0.1 0.1
C -1.589 2.309 -3.472 0.1 0.0 0.4
H 2.425 -0.128 -1.913 -0.1 0.0 -0.1
H -1.479 2.734 -0.133 0.0 0.0 0.1


45
Properties=species:S:1:pos:R:3:forces:R:3 method="wB97M-V/def2-TZVPD" charge=0 e_homo_ha="-0.2890 / -0.2890" de_lowest_kcal_mol=38.0
C -3.443 0.612 -2.241 0.5 -0.1 0.1
H 2.704 -2.557 -3.620 -0.1 0.0 0.0
C 4.201 -2.129 -0.613 -0.1 0.1 0.0
H 6.095 -2.954 -0.041 0.0 0.0 0.0
C 4.603 -3.371 -3.046 0.0 -0.1 -0.1
H -1.494 0.185 -4.484 0.0 0.0 0.0
H -5.390 1.412 -1.852 -0.1 0.0 0.0
N 1.025 -1.192 -2.161 0.9 -1.1 -1.2
C 5.554 -3.486 -2.043 0.0 0.0 0.0
Au -0.014 0.090 0.329 0.3 -0.9 -0.6
H -1.843 -3.386 4.256 0.1 0.0 -0.1
H -1.634 -2.655 6.611 0.0 -0.1 0.1
C -0.767 -0.765 6.098 -0.2 -0.1 0.1
C -2.140 0.469 -1.749 -0.6 0.3 0.2
C -1.313 -2.007 5.811 0.0 0.0 0.0
C -3.999 1.862 -0.278 0.0 -0.1 -0.3
N -1.791 1.057 -0.590 0.1 -0.3 0.5
O 1.995 -0.671 -0.153 -0.6 0.8 1.6
H -0.350 -1.148 -4.213 0.0 0.0 -0.1
H 6.450 -4.067 -2.213 0.0 0.0 0.0
C -1.436 -2.413 4.495 0.0 0.2 0.5
H -2.314 2.155 1.039 -0.1 -0.1 0.2
H 4.769 -3.865 -3.994 0.0 0.0 -0.1
C -4.379 1.300 -1.491 0.2 0.2 0.2
C -2.684 1.719 0.122 -0.2 0.3 0.3
C -0.526 -0.307 3.729 -0.6 -1.1 0.7
C 3.232 -2.016 -1.613 0.5 -0.1 0.2
C -1.062 -1.572 3.458 0.0 0.1 -1.0
H 0.061 1.030 5.285 0.1 0.2 0.2
H -4.698 2.399 0.340 0.0 0.1 0.1
S -0.048 0.913 2.586 0.3 0.4 -1.6
C 2.016 -1.250 -1.276 -1.0 0.2 -0.8
C -1.101 -0.280 -2.437 0.6 -0.6 -0.5
C -1.262 -2.143 2.027 1.2 -0.5 3.0
N -0.047 -0.565 -1.746 -0.7 1.2 2.0
O -1.672 -1.323 1.177 -0.5 1.4 -2.2
C 3.444 -2.642 -2.840 -0.1 0.1 0.1
C 5.353 -2.860 -0.823 0.1 -0.1 -0.1
H 4.026 -1.636 0.331 0.0 0.0 0.0
H -2.086 -1.404 -3.970 0.0 0.0 0.0
H -0.642 -0.451 7.124 0.0 0.1 0.1
O -0.995 -3.327 1.932 -0.3 -0.5 -0.9
H -3.714 0.177 -3.190 0.0 -0.1 0.0
C -1.271 -0.686 -3.869 0.2 0.0 0.2
C -0.377 0.068 5.076 0.3 0.2 -0.7


49
Properties=species:S:1:pos:R:3:forces:R:3 method="wB97M-V/def2-TZVPD" charge=0 e_homo_ha="-0.2909 / -0.3389" spin_multiplicity=3 de_lowest_kcal_mol=7.7
N 0.952 3.350 -0.308 -0.1 0.2 0.0
C -3.324 0.692 -0.144 -0.1 0.0 0.0
O 4.556 -0.262 0.177 0.2 0.1 -0.2
H 1.846 3.749 -0.592 0.0 0.0 0.0
H 1.421 -2.995 -2.702 0.0 0.0 0.0
N -1.027 1.088 -0.768 0.2 0.1 0.1
H -0.371 3.423 1.320 0.0 0.0 0.0
H 3.008 0.085 2.226 0.0 0.0 0.0
H -4.749 0.834 -1.762 0.0 0.0 0.0
C -0.333 1.687 -3.011 -0.2 -0.2 0.1
C 1.117 -1.398 -0.586 0.0 0.0 0.0
H 0.254 3.718 -0.947 0.0 0.0 0.0
C 1.626 2.851 1.932 0.0 0.0 0.1
O 3.222 1.337 -0.721 -0.1 -0.7 0.0
C 3.109 0.993 1.634 0.0 -0.2 -0.1
C -1.959 0.789 0.198 0.0 0.0 0.0
C -1.556 0.603 1.540 0.0 0.0 -0.1
C 0.971 -5.631 -0.614 0.0 0.0 0.0
N 1.833 1.644 1.355 0.1 0.2 0.0
C 0.664 3.691 1.102 0.0 0.0 0.0
C 0.801 -4.930 0.571 0.0 0.0 0.0
H 1.334 -5.485 -2.718 0.0 0.0 0.0
O -0.622 1.806 -4.174 0.1 0.1 0.0
C 1.071 -2.870 -0.596 0.0 0.1 0.0
C -3.703 0.913 -1.489 0.0 0.0 0.0
C 3.743 0.614 0.280 -0.4 0.3 0.2
H -4.583 -0.017 2.929 0.0 0.0 0.0
H -2.181 0.186 3.520 0.0 0.0 0.0
O 1.010 -0.725 0.491 0.1 0.1 0.0
C 0.853 -3.550 0.597 0.0 0.0 0.0
H 0.731 -3.000 1.519 0.0 0.0 0.0
O 0.847 1.851 -2.475 0.1 0.0 0.2
H -0.507 0.677 1.796 0.0 0.0 0.0
H 0.816 4.746 1.321 0.0 0.0 0.0
W 1.177 1.168 -0.566 0.2 -0.2 -0.3
C -3.860 0.211 2.157 0.0 0.0 0.0
C -2.492 0.325 2.493 -0.1 0.0 0.0
C -1.421 1.314 -2.008 0.0 0.0 -0.1
O 1.250 -0.715 -1.642 -0.1 0.1 -0.1
C -4.267 0.390 0.869 0.0 0.0 0.0
H -5.312 0.311 0.599 0.0 0.0 0.0
Br 0.493 -5.879 2.178 0.0 0.0 0.0
H -2.984 1.417 -3.459 0.0 0.0 0.0
H 3.777 1.677 2.161 0.0 0.0 0.0
O 2.159 3.290 2.935 0.0 0.0 0.0
C -2.759 1.230 -2.419 0.0 0.0 0.1
C 1.195 -4.938 -1.795 0.0 0.0 0.0
C 1.244 -3.553 -1.794 0.0 0.0 0.0
H 0.932 -6.712 -0.610 0.0 0.0 0.0


| no. | maximum force (eV/A) |
| --- | --- |
| 1 | 2.41 |
| 2 | 0.13 |
| 3 | 0.53 |
| 4 | 3.30 |
| 5 | 0.70 |